Entry 1:
Here is a molecular structure, C28H62CsF3N10O5PS3 at a distorted geometry from OMol25. Energies are from wB97M-V/def2-TZVPD.

CARTESIAN COORDINATES (ANGSTROEM)
S (-0.1711, 4.7113, 4.3516)
C (-0.0433, 6.4154, -0.4224)
C (2.9000, 0.0175, -0.9121)
C (-3.5024, 5.1647, 0.6502)
H (3.4291, 1.4339, -3.1150)
S (-0.1491, 1.8516, -3.8284)
H (3.0060, -5.4050, 0.9936)
H (-0.4447, -5.1869, 2.3528)
N (0.9606, -2.8061, 1.1950)
C (-0.6681, -3.6149, -0.4627)
C (-2.5291, -0.7082, 3.1668)
H (-1.2884, 8.3823, 0.9868)
H (4.0272, 0.0854, -4.0823)
H (-4.7384, -1.4567, 5.5291)
C (-2.7631, -2.8737, 4.3121)
O (-1.2794, 1.6449, -2.9515)
F (-0.9507, 4.3965, -3.6610)
C (2.9066, -5.2254, 2.0743)
H (4.9213, 0.5839, -2.6364)
C (-1.3841, -1.9372, -2.0779)
H (0.1357, 9.1226, 0.2221)
H (-5.1958, -1.7265, 3.8369)
H (0.5554, -2.8702, 5.1643)
H (-3.8483, 4.1455, 0.4654)
C (-1.5817, 1.3934, 2.5305)
C (-2.0198, 0.9339, 4.9500)
N (0.9264, -1.0956, -2.3721)
H (1.9411, -0.6577, 4.0902)
H (-1.3612, 1.7992, 5.0090)
N (-2.3083, -1.0605, 1.9634)
C (-3.4838, 4.6061, 3.0849)
O (-0.0640, 1.0022, -4.9822)
H (1.3269, -2.7237, -5.5708)
H (-4.3664, 5.8245, 0.7402)
S (1.3126, 3.6819, 1.4925)
H (-3.0920, -1.3156, -0.4125)
N (2.4685, -1.9063, -3.9904)
H (3.1313, -6.1615, 2.5947)
N (1.5888, -4.7659, 2.4597)
N (-2.1948, 0.5669, 3.5523)
C (-2.7220, -2.3211, 1.4125)
C (-2.6558, -2.2702, -0.1123)
H (-2.8994, 5.4830, -0.2014)
H (-2.8824, 4.5859, 3.9881)
H (1.2476, -4.5011, -0.0761)
C (3.9250, 0.4614, -3.0665)
H (-1.7328, -3.0121, 3.9835)
H (1.5151, 7.1821, 0.8396)
H (4.2376, -2.4755, -3.0549)
C (1.8023, -1.7822, -5.2708)
H (1.6582, -4.1915, 4.7177)
H (1.0537, -1.0009, -5.2364)
Cs (-0.0073, 2.1206, -0.7888)
H (-1.1783, 2.2910, 2.9855)
F (-1.3772, 3.4692, -5.5718)
C (1.3482, -3.3649, 2.2611)
N (1.6502, -2.5948, 3.3761)
H (-1.5776, 0.1176, 5.5225)
H (3.8606, 0.2273, -0.4387)
H (-0.4014, -1.6728, -3.8996)
H (-2.8362, -3.1831, 5.3596)
H (-2.1083, -2.5802, -2.6189)
H (4.4542, -2.0046, -4.7532)
H (2.3004, 0.9353, -0.9068)
C (2.0918, -1.1157, -2.8915)
H (-0.7239, -4.2492, -1.3628)
H (3.6945, -3.5512, -4.3544)
H (3.6444, -4.4786, 2.3672)
H (-2.4047, 6.2319, 2.1576)
C (0.5071, -5.6604, 2.1097)
H (-1.7556, -0.9108, -2.1190)
C (0.8068, -3.4922, -0.0580)
O (1.0846, 2.1046, -3.1141)
C (-0.2002, 8.4609, 1.0223)
H (-4.3733, 5.2145, 3.2657)
O (0.1040, 6.3752, 2.0655)
C (1.4125, -1.1643, 3.2821)
H (2.3042, -2.6668, 5.3548)
H (-3.7582, -2.5750, 1.6835)
P (-0.0492, 4.7925, 2.3923)
C (0.4248, 7.0826, 0.8621)
N (3.1565, -0.4787, -2.2515)
H (0.4870, -5.9492, 1.0493)
H (1.3086, -2.8832, -0.8107)
H (-3.4099, -3.5398, 3.7237)
H (-0.7862, 0.8445, 2.0263)
H (0.5966, -6.5760, 2.7034)
H (-1.1296, 6.3021, -0.4222)
H (-2.0848, -3.1321, 1.7837)
C (-0.4817, 3.5300, -4.5760)
C (3.7833, -2.5050, -4.0414)
H (0.2945, -2.9988, -2.9776)
H (0.2432, 7.0370, -1.2732)
N (-3.1153, -1.4761, 4.2134)
C (-2.6821, 5.1973, 1.9314)
H (0.3439, -0.9385, 3.3528)
C (-4.5041, -1.1807, 4.4965)
H (-1.1872, -4.1574, 0.3299)
H (0.0900, 8.8807, 1.9852)
H (2.5309, -1.5107, -6.0440)
H (-2.3198, 1.6687, 1.7721)
H (-3.7858, 3.5858, 2.8355)
H (-4.6824, -0.1138, 4.3695)
N (-1.3183, -2.3334, -0.6774)
F (0.6578, 4.0379, -5.0735)
C (1.5332, -3.1147, 4.7244)
H (-3.2987, -3.0780, -0.5185)
H (0.4134, 5.4358, -0.5330)
C (-0.0972, -1.9742, -2.8918)
H (2.3636, -0.7378, -0.3406)
H (1.7694, -0.7967, 2.3250)
H (-2.9692, 1.2044, 5.4239)
O (-1.4850, 4.4492, 1.6522)

Calculated values
Kohn-Sham gap = 6.9 eV
calculated total energy = -105679.9113 eV
total charge = -1
highest occupied orbital energy = -4.82 eV
largest force on an atom = 2.91 eV/Å
multiplicity = 1

***

Entry 2:
Here is a molecular structure, C28H62IN2O4P at a distorted geometry from OMol25. Energies are from wB97M-V/def2-TZVPD.

CARTESIAN COORDINATES (ANGSTROEM)
H (-9.6268, -3.7051, 4.3567)
N (-2.3021, 4.9467, 0.5152)
N (4.2296, -1.3349, -5.3249)
C (-1.9675, 6.2167, -0.1298)
C (-2.8993, -0.7852, 2.6982)
C (-4.0913, 0.3437, 2.4801)
C (-9.6235, -2.4318, 2.3562)
P (5.4700, -1.1451, 1.8257)
C (10.1818, -2.1664, 2.1573)
H (-6.0019, -2.2768, 1.7309)
H (-3.6902, 7.3408, 0.5849)
C (2.0365, -0.0300, 3.3184)
H (6.9481, -3.4713, 1.3303)
H (-3.8621, 1.2088, 3.2461)
H (-0.2654, 1.6804, 3.2001)
C (-1.1201, 4.1971, 0.9634)
C (-0.1608, 3.6890, -0.1076)
H (-9.9520, -1.4281, 2.8781)
C (5.5185, -0.8649, -3.2232)
H (6.6427, -2.6604, -5.6635)
H (2.1371, -1.0417, 3.8984)
C (-3.3374, 4.1412, -0.1323)
C (6.3469, -2.0852, -6.5447)
C (-0.5641, 0.6644, 2.6744)
H (-2.0562, 0.6051, 4.3967)
C (-3.1658, 7.1370, -0.3543)
C (-8.9143, -3.4790, 3.4446)
H (-8.2495, -0.1117, 2.0323)
H (1.7236, 0.8550, 4.0432)
H (5.9687, -2.7764, -7.3013)
H (5.8745, -0.1418, -5.7946)
H (-3.3126, -1.7917, 3.1297)
H (-7.8261, -0.2078, 0.1899)
H (2.4887, -4.0948, -6.4829)
C (-6.1788, -1.1404, 1.4610)
H (-2.4494, -0.9819, 1.6103)
H (-1.1876, 0.9728, 1.7042)
H (-2.4250, 2.8606, -1.6394)
H (-3.9283, 0.8122, 1.3985)
I (3.3603, -2.5355, -0.0203)
C (3.4299, -3.5775, -6.2659)
H (7.1702, -3.3305, 3.2583)
C (3.3974, 0.4067, 2.4993)
C (-1.6600, -0.1821, 3.6120)
H (-5.5833, -0.8621, 0.4925)
H (-1.2660, 6.7663, 0.5108)
H (3.6898, -1.9245, -3.3896)
H (3.4942, 1.5884, 2.6377)
O (5.5194, -0.4432, 0.3750)
C (7.4764, -2.8754, 2.1981)
C (-8.6993, -2.1704, 1.0212)
H (-1.4594, 6.0646, -1.0886)
H (4.9292, -0.6019, -7.1665)
H (-6.3668, 0.6810, 2.8532)
H (0.7776, 3.3718, 0.3606)
H (0.0888, 4.4561, -0.8458)
H (1.0270, 0.0523, 1.1614)
H (-9.4153, -1.9545, 0.0953)
C (-3.1026, 3.7151, -1.5769)
H (6.5000, -0.7703, -3.6981)
C (4.6000, -1.8125, -3.9924)
H (-0.5528, 4.8405, 1.6478)
H (10.6178, -1.6234, 1.1911)
H (3.9076, -4.1085, -5.4379)
H (-5.6957, -0.8358, 3.7537)
H (-4.2819, 4.6983, -0.0918)
C (3.1459, -2.1156, -5.9380)
H (7.2561, -1.6333, -6.9562)
H (-8.0282, -3.0934, 0.7157)
H (5.0747, 0.1320, -3.1345)
H (10.6949, -1.9085, 3.1848)
H (-1.1482, -1.0630, 4.1880)
H (-3.8788, 6.7143, -1.0690)
C (-5.6089, -0.2225, 2.7352)
H (2.8055, -1.6087, -6.8491)
C (9.0969, -3.1771, 2.0319)
C (-7.7685, -0.7987, 1.2101)
H (4.0562, -3.6770, -7.1544)
H (3.1922, 0.1988, 1.3661)
H (-3.5346, 3.2446, 0.4698)
H (-10.6348, -2.9692, 2.0199)
H (-2.8268, 8.0951, -0.7635)
H (-4.0505, 3.4000, -2.0267)
H (-0.5630, 2.8183, -0.6287)
O (4.6440, -0.1696, 3.0264)
H (2.2824, -2.0824, -5.2615)
C (5.3323, -0.9939, -6.2236)
H (-7.9119, -2.9991, 3.8164)
C (0.7572, -0.2377, 2.2653)
H (0.3909, -1.3730, 2.2779)
H (9.4259, -4.2876, 1.7438)
H (5.6846, -1.2489, -2.2106)
H (-8.7646, -4.5147, 2.8865)
O (7.1365, -1.4452, 2.2578)
H (5.0712, -2.8009, -4.0310)
H (-2.7040, 4.5225, -2.1966)
H (-1.4419, 3.3494, 1.5806)
O (4.5061, -2.6073, 1.6469)

Calculated values
Kohn-Sham gap = 5.9 eV
calculated total energy = -58588.7290 eV
total charge = 0
highest occupied orbital energy = -7.56 eV
largest force on an atom = 6.25 eV/Å
multiplicity = 1

***

Entry 3:
Here is 3 unconnected molecules or ions with the total composition C28H63BClFIN2O7PS2 at a distorted geometry from OMol25. Energies are from wB97M-V/def2-TZVPD.

CARTESIAN COORDINATES (ANGSTROEM)
F (-4.3344, -0.4881, -2.6540)
C (-3.9149, 0.0619, -1.4646)
C (0.9168, 2.3262, 6.0895)
H (0.5609, -1.4375, 4.7594)
C (-1.0554, -1.2376, 0.5586)
C (6.5614, -2.7513, -5.4377)
H (1.1603, 5.0963, 6.6665)
H (-3.1123, 3.3708, -1.8069)
O (-1.5928, -0.7209, 3.7506)
S (3.9527, -0.1870, -0.8776)
C (-0.2795, 4.4173, 5.1764)
O (-5.2112, 1.9957, -1.9043)
C (6.9588, -2.9954, -2.9089)
N (-1.9330, -2.1777, 1.2249)
H (6.2173, -3.7822, -5.5591)
H (2.6316, 0.4883, 0.9167)
C (2.5864, -0.3747, 0.2579)
H (5.9870, -2.1581, -6.1572)
H (-0.5195, -3.5152, 2.0921)
H (8.1681, -3.0976, -6.8100)
C (-2.9586, -2.8681, 0.5656)
H (2.8839, -1.2413, 0.8409)
H (5.1510, -2.3693, -3.8558)
H (-2.0532, -3.4479, 2.8912)
C (1.7372, 1.5977, 3.7920)
H (-2.7606, 1.3508, -2.6836)
H (-0.5278, 5.3100, 7.1382)
H (-2.6079, -3.4171, -2.3994)
H (8.5426, -0.8131, -4.7978)
C (0.3830, -1.6958, 0.2904)
H (-6.3401, -1.5467, -0.7014)
H (-1.1285, 2.8844, 6.4186)
B (-0.7973, -1.7952, 3.4420)
N (-6.4245, -2.4255, -1.1909)
H (0.2051, 6.3847, 5.9476)
H (8.0408, -2.8742, -3.0127)
H (-0.8002, 2.3731, 4.7800)
H (8.0556, -0.6159, -6.4836)
H (-8.9038, 2.6576, 0.5416)
H (0.3989, -2.5415, -0.3985)
C (-6.0325, 3.0449, -1.4114)
H (1.2628, -0.7131, -1.4199)
C (0.1665, 5.3525, 6.2967)
C (-0.3927, 2.9575, 5.6114)
Cl (-2.4944, -4.6132, 0.2170)
H (-1.2552, 4.7438, 4.8084)
C (-2.6193, 0.8101, -1.7503)
H (-8.1576, 3.2353, -1.6951)
H (-5.0305, -4.4192, -0.7694)
H (-1.1138, 1.6611, -0.4940)
C (-3.4561, -2.2494, -0.7803)
H (-2.8282, 3.8051, -0.1274)
O (4.5228, -1.4927, -1.0525)
H (-1.8087, 0.1025, -1.9088)
H (-1.4111, -0.3245, 4.6030)
H (-7.6123, 3.8459, 0.6717)
C (-2.1856, 1.7826, -0.6417)
P (-5.0470, -3.1478, -1.3622)
H (2.3153, 3.3940, 4.8277)
H (7.1323, -4.9626, -2.0115)
C (1.1773, -0.5358, -0.3497)
H (6.4386, -1.1924, -3.9518)
H (0.7191, 1.2828, 6.3637)
H (-7.2820, 2.1537, 1.0205)
H (-0.9767, -0.3379, 1.1822)
H (1.2458, 2.8154, 7.0095)
C (6.2276, -2.2630, -4.0261)
C (2.0567, 2.3612, 5.0727)
C (6.6175, -4.4818, -2.8444)
H (-1.1602, 4.3162, -2.7595)
H (-5.9236, 0.3444, -0.8953)
H (8.6279, -3.3111, -5.1381)
C (-7.8433, 2.8238, 0.3700)
C (-7.4734, 2.6310, -1.1006)
H (2.5854, 1.6178, 3.1060)
O (3.4195, 0.3494, -2.2640)
C (-1.3234, -2.8273, 2.3681)
H (2.9467, 1.9278, 5.5350)
H (0.6532, 0.4057, -0.1992)
H (9.6526, -1.2527, -6.0889)
H (3.0282, -0.4012, -2.7304)
C (-2.4076, -2.4779, -1.8909)
H (6.9094, -5.0075, -3.7553)
H (-1.4624, -0.8848, -0.3774)
H (0.8808, 2.0277, 3.2695)
H (0.8812, -1.9918, 1.2086)
H (-5.5563, 3.4600, -0.5159)
C (-5.0299, 0.9690, -0.9704)
H (5.5442, -4.6242, -2.7002)
O (-3.7689, -0.9148, -0.4681)
O (4.8110, 0.8047, -0.3164)
H (-4.7611, -3.4153, -2.7136)
I (-4.6639, -2.9249, 1.9776)
H (-2.6389, 1.5322, 0.3172)
H (-7.6570, 1.5981, -1.3905)
O (0.4476, -1.9856, 3.9816)
H (-4.8169, 1.3430, 0.0337)
H (-1.3923, -2.5555, -1.5133)
C (8.6032, -1.2590, -5.7914)
H (6.6880, -2.5318, -1.9595)
C (-2.4221, 3.2635, -0.9764)
S (-0.8867, 4.1180, -1.4694)
C (8.0413, -2.6778, -5.8086)
H (-6.0332, 3.8040, -2.1887)
H (-2.4391, -1.7052, -2.6508)
H (0.4077, 4.5054, 4.3308)
H (1.5098, 0.5517, 4.0098)

Calculated values
Kohn-Sham gap = 8.3 eV
structure (SMILES) = CCCOC[C@@](F)(CCCS)O[C@](C)([PH2]=N)[C@](Cl)(I)N(CCCCS(=O)(=O)O)CB(O)O.CCCCCC.CCCCCC
calculated total energy = -102347.5638 eV
total charge = 0
highest occupied orbital energy = -8.41 eV
largest force on an atom = 2.41 eV/Å
multiplicity = 1

***

Entry 4:
Here is 16 unconnected molecules or ions with the total composition C28H63N16O33 at a distorted geometry from OMol25. Energies are from wB97M-V/def2-TZVPD.

CARTESIAN COORDINATES (ANGSTROEM)
O (-2.1814, 1.7258, -6.7016)
O (-1.3891, -5.3586, 4.6535)
H (-3.1675, -4.9797, 8.0087)
H (9.7894, 3.2647, -5.1713)
N (0.9331, 1.6338, 7.1947)
H (-2.4438, -6.3833, 2.5284)
O (4.9830, 2.1458, -1.2297)
O (0.5810, -3.5083, 7.8852)
O (-3.5570, 3.3432, 9.5293)
H (6.0663, 7.9748, -11.5402)
O (-1.2438, -3.1864, 6.7816)
H (-2.7328, -1.9224, 6.0506)
C (0.2861, -1.5221, -1.7363)
O (3.0737, 3.1201, -9.5592)
O (-1.4220, 3.3375, 9.8373)
C (-0.3919, -0.8860, -0.5272)
H (-9.1858, -4.5738, 6.7867)
N (-1.6796, 0.1874, 1.6242)
H (1.4190, -0.2010, 0.4702)
C (-2.4043, 1.4287, 8.9699)
C (-7.3644, 1.6254, 7.0596)
H (0.8964, 2.3152, -6.1598)
O (4.6544, 1.1821, -4.4332)
H (-8.1192, 1.2606, 6.3684)
O (8.1567, 1.5734, -7.0406)
C (-3.6094, 1.5663, -0.8034)
O (-8.5459, -2.4386, 5.4666)
C (1.3282, 3.0575, 7.3752)
O (0.2661, -0.9887, -2.8163)
H (0.4608, -3.5710, 4.8951)
H (3.7444, -0.4473, -2.0845)
H (4.4998, 2.7863, -6.9703)
O (-0.9961, -3.8266, 3.1912)
O (-6.2838, -0.4086, 7.0992)
N (-1.1712, 1.9498, -6.0732)
O (5.1898, 3.1590, -9.1637)
C (2.3930, -1.8927, -8.5032)
H (5.8896, 1.8087, -6.4181)
N (2.8536, -1.0248, -9.6227)
O (10.2590, 1.2366, -6.7047)
H (-4.0001, 2.2290, -1.5789)
H (-7.0977, 2.6527, 6.8397)
H (0.2600, 1.2065, -7.4059)
H (-4.3780, -0.6061, 3.8382)
N (-2.4661, 2.8205, 9.4905)
O (4.5932, -3.5200, -5.4020)
N (-6.1557, 0.7738, 6.8893)
H (-3.6171, -5.3028, 3.3455)
H (6.4537, 6.9915, -10.0935)
N (4.3763, 1.1542, -0.9004)
O (4.4757, 0.5863, 0.1725)
H (3.2244, -2.5107, -8.1787)
C (-8.3317, -4.0081, 7.1486)
N (6.0303, 5.9062, -11.8268)
C (0.7419, -2.8651, 5.6663)
C (5.8067, 7.0945, -10.9596)
O (2.8453, 1.3584, -5.5709)
H (3.4227, 1.1618, -2.7767)
H (2.0605, -1.2345, -7.7047)
C (-2.4089, -0.4075, 0.6703)
H (-2.4643, -3.9488, 9.2873)
O (2.0343, -0.2676, -10.0980)
H (0.4663, -1.8498, 5.3913)
C (-1.7527, -0.9507, -0.4154)
O (-6.6460, -3.4364, 5.6567)
C (0.0877, 2.1244, -6.8512)
H (-1.5919, 1.5801, 3.1835)
O (5.0746, 5.1883, -12.0583)
C (4.4886, 2.5433, -11.2885)
N (-1.6055, -4.8025, 3.6068)
O (-5.1188, 1.3231, 6.5507)
H (-3.9402, -0.5629, 6.1173)
H (0.8049, 3.4304, 8.2528)
H (-1.8405, 0.1002, 4.9376)
O (1.1803, 0.8783, 8.1030)
H (4.0009, 1.5806, -11.4278)
O (-5.5568, -4.1955, 8.5912)
O (4.0076, -1.1296, -9.9779)
H (9.4080, 1.7381, -4.3154)
H (0.3639, -3.1154, -0.7647)
C (-3.6487, -1.4991, 5.6347)
O (-4.2221, 0.3337, -1.5271)
H (2.8471, -0.9330, -4.7730)
C (-3.2662, -4.0530, 8.5658)
C (-3.4778, -1.1554, 4.1307)
H (-8.6277, -3.2959, 7.9128)
N (-4.5649, -4.0913, 9.2877)
H (-7.5563, -4.6671, 7.5165)
H (-4.5044, -2.1800, 5.6974)
H (-0.0555, 2.9653, -7.5237)
C (4.8344, 1.8005, -6.6668)
N (4.2316, 2.9762, -9.8921)
H (-4.3001, -0.2482, 1.7451)
C (-0.3458, 0.2550, 1.5258)
C (3.4198, 0.5689, -1.8771)
H (-1.3729, 1.0924, 8.9930)
N (9.1798, 1.6817, -6.3920)
C (0.3363, -0.2642, 0.4821)
C (-2.2536, 0.7724, 2.8666)
H (1.5771, -2.5066, -8.8740)
H (4.0675, 3.2933, -11.9423)
H (-1.4036, -1.0256, 3.6676)
O (-4.5550, -4.0084, 10.4949)
H (-3.2657, 1.1407, 2.7303)
H (-2.7781, -4.7574, 1.8621)
H (0.2298, 0.7173, 2.3200)
H (1.8013, -2.9313, 5.8889)
O (5.1141, -1.4257, -5.3516)
N (4.0608, 1.4191, -5.4596)
H (2.4389, 0.5818, -1.4091)
N (4.3329, -2.3478, -5.2446)
H (2.2865, -2.3612, -5.6873)
O (0.8723, -2.7283, -1.4941)
H (2.6990, -2.5151, -3.9525)
O (7.1509, 5.7345, -12.2431)
H (-4.2354, -1.5149, 0.4736)
H (-7.6934, 1.5209, 8.0893)
H (1.0432, 3.6107, 6.4880)
O (-1.1032, 2.0422, -4.8616)
C (2.9288, -2.0094, -4.8864)
H (8.0873, 2.7607, -4.9533)
H (-3.3622, -2.0970, 3.5810)
H (4.6249, 1.0622, -7.4355)
C (-3.8899, -0.5252, 0.7796)
H (-3.0255, 0.8096, 9.6108)
H (-5.5787, 0.8234, 0.0260)
N (-0.0287, -3.2174, 6.8855)
C (9.1067, 2.4229, -5.1025)
H (-2.3908, -1.4173, -1.1599)
H (2.4045, 3.0809, 7.5198)
O (0.3834, 1.3277, 6.1472)
C (-4.5721, 0.4900, -0.2116)
N (-7.7937, -3.2304, 5.9951)
H (-2.7849, 1.4439, 7.9514)
H (-3.3018, -3.1995, 7.9008)
C (-2.1800, -0.3148, 3.9855)
H (4.7636, 7.1165, -10.6654)
H (-2.6129, 1.3001, -1.1590)
C (-2.7005, -5.3544, 2.7637)
H (5.5589, 2.4595, -11.4342)

Calculated values
Kohn-Sham gap = 8.3 eV
calculated total energy = -121416.4825 eV
total charge = +1
highest occupied orbital energy = -12.43 eV
largest force on an atom = 4.17 eV/Å
multiplicity = 1

***

Q: Among the records above, which one has the lowest calculated total energy?
A: C28H63N16O33

***

Q: Which formula does entry 3 have?
A: C28H63BClFIN2O7PS2

***

Q: Which of these has the highest calculated total energy?
A: C28H62IN2O4P